[1]
DFT (the ωB97M-V functional and the def2-TZVPD basis) results for a 12-piece molecular cluster, C48H90F18O24 overall in a non-equilibrium geometry.

Structure (XYZ):
```
180
C48H90F18O24 the ωB97M-V functional and the def2-TZVPD basis
C 1.31078 3.25542 -4.49200
C 1.04311 2.63346 -5.88162
O 0.39461 3.65843 -6.67115
C -0.11978 3.27237 -7.83179
O 0.10057 2.23443 -8.40107
C -1.13585 4.30348 -8.40781
F -0.42052 5.10521 -9.18390
F -2.01016 3.62172 -9.18763
F -1.73993 5.01486 -7.43893
H 1.82208 2.48398 -3.91641
H 0.40118 3.50498 -3.93209
H 1.97460 4.08907 -4.56367
H 0.41718 1.78501 -5.80423
H 1.97252 2.47522 -6.39377
C -1.91061 5.89712 4.07321
C -2.89315 4.77481 4.02487
O -2.72845 4.10487 2.67125
C -3.48421 2.99612 2.58499
O -4.33641 2.62862 3.36446
C -3.19041 2.32506 1.22525
F -3.94900 2.89087 0.22887
F -1.91128 2.57664 0.87197
F -3.41627 1.00160 1.17169
H -1.85898 6.40759 5.04043
H -2.18955 6.69811 3.39174
H -0.89804 5.51528 3.81141
H -3.89256 5.16848 4.24510
H -2.63365 4.00288 4.80125
C -5.41452 -2.12058 4.08482
C -5.08961 -0.75368 3.60908
O -3.76970 -0.36449 4.07607
C -3.79080 0.40044 5.17151
O -4.70732 0.59289 5.87243
C -2.35608 0.74705 5.50876
F -1.69807 1.31315 4.41943
F -2.25973 1.59586 6.53983
F -1.60207 -0.34604 5.90071
H -6.44133 -2.40742 3.83225
H -5.51513 -2.20221 5.17083
H -4.69874 -2.82778 3.72822
H -5.80668 -0.02015 3.92558
H -5.06720 -0.72187 2.53535
C 3.51114 -0.77285 0.55760
C 3.83601 0.64826 0.95774
O 2.76482 1.30179 1.64429
C 2.83697 1.10314 2.88706
O 3.78597 0.59808 3.52454
C 1.61688 1.73136 3.63066
F 1.12898 1.01593 4.60369
F 2.00554 2.92367 4.14987
F 0.60304 1.99967 2.84050
H 3.10225 -1.24225 1.43414
H 4.37731 -1.37260 0.33084
H 2.73129 -0.78611 -0.18844
H 3.92748 1.17841 0.00366
H 4.71241 0.70235 1.58261
C -3.45704 -0.85553 -1.33010
C -4.88600 -1.07471 -0.93227
O -5.09610 -2.50255 -0.86964
C -4.62142 -3.14014 0.18607
O -4.11925 -2.60818 1.17640
C -4.94823 -4.64955 0.05198
F -4.64669 -5.35483 1.13473
F -6.27694 -4.81562 -0.20329
F -4.25441 -5.20054 -0.97927
H -3.27076 -1.42703 -2.24441
H -2.83435 -1.26751 -0.55386
H -3.08876 0.16941 -1.52187
H -5.55274 -0.79018 -1.74040
H -5.10914 -0.50334 -0.03213
C 4.76919 0.26766 6.89901
C 5.01622 -0.86748 5.95927
O 3.88091 -1.75983 5.92841
C 3.66725 -2.32265 4.80013
O 4.42666 -2.17903 3.83313
C 2.40829 -3.18737 4.75601
F 1.96739 -3.12991 3.45371
F 2.75184 -4.43304 5.06891
F 1.41813 -2.79159 5.59777
H 5.64301 0.90250 6.85874
H 4.51599 -0.04724 7.91985
H 3.91010 0.80256 6.56033
H 5.84406 -1.44700 6.38848
H 5.24533 -0.40452 5.01588
C 6.13083 1.48237 -2.42235
O 5.35409 1.09261 -3.51777
C 4.13408 0.42871 -3.09722
C 3.46036 -0.33223 -4.18361
O 4.08779 -1.58707 -4.40019
C 3.63323 -2.56455 -3.46378
H 6.50093 0.57879 -1.90691
H 5.72360 2.18517 -1.71176
H 7.03255 1.94045 -2.85199
H 3.40491 1.16703 -2.83988
H 4.23705 -0.23120 -2.23081
H 3.49123 0.24294 -5.07975
H 2.38257 -0.38275 -3.93247
H 3.37433 -2.10996 -2.52339
H 4.36258 -3.32438 -3.28974
H 2.78515 -3.06699 -3.83876
C -0.80972 -7.03602 5.49019
O -1.42550 -5.84096 5.93114
C -2.39337 -5.32583 5.03687
C -1.83161 -4.41930 3.88753
O -0.90623 -5.05317 2.93233
C -1.56469 -5.81104 1.91949
H -1.48002 -7.89492 5.57050
H -0.03068 -7.18200 6.24631
H -0.34865 -6.95938 4.50648
H -3.07832 -4.71951 5.59793
H -2.92127 -6.15922 4.57553
H -1.24936 -3.58266 4.27208
H -2.59389 -3.96599 3.25264
H -0.77901 -6.29019 1.30030
H -2.22416 -5.16321 1.34755
H -2.20262 -6.56610 2.34443
C 0.43472 5.02947 0.41289
O 1.42487 4.86929 -0.55537
C 2.68309 5.34554 -0.29927
C 3.77473 4.65586 -1.07098
O 3.73267 5.17756 -2.36513
C 4.70126 4.71597 -3.23111
H -0.52012 4.66266 -0.01361
H 0.27355 6.10701 0.64616
H 0.72982 4.40960 1.27428
H 2.97704 5.11033 0.78324
H 2.82594 6.44919 -0.30447
H 3.74393 3.51626 -1.03282
H 4.76784 4.89161 -0.61422
H 4.61623 3.63994 -3.33505
H 5.71120 4.99416 -2.86742
H 4.54530 5.19759 -4.17117
C -2.94716 5.85980 -4.85517
O -3.26655 4.49282 -4.65071
C -2.59554 3.89651 -3.60283
C -2.62069 2.42451 -3.77015
O -1.78741 1.98904 -4.77168
C -1.68936 0.61537 -4.94154
H -3.48664 6.24266 -5.71732
H -1.88751 6.02545 -5.10654
H -3.28992 6.46380 -3.98236
H -3.12659 4.01551 -2.60714
H -1.51164 4.19749 -3.43790
H -3.66754 2.06348 -3.93660
H -2.24531 2.02065 -2.77450
H -1.43211 0.00435 -4.07837
H -0.95629 0.29625 -5.66678
H -2.58029 0.23665 -5.47360
C 0.70233 1.46278 -1.30744
O 1.03505 0.13181 -1.64189
C -0.14255 -0.71207 -1.69832
C -0.25385 -1.49846 -0.44524
O -0.39118 -0.60514 0.65685
C -0.36410 -1.38431 1.86699
H 0.59929 1.58337 -0.23098
H -0.26379 1.73713 -1.79521
H 1.47809 2.15234 -1.67800
H 0.07692 -1.29555 -2.58009
H -1.08697 -0.18590 -1.95044
H 0.71718 -2.04403 -0.38715
H -1.08478 -2.19618 -0.50183
H -0.10981 -0.67361 2.63146
H 0.38329 -2.19148 1.82541
H -1.31654 -1.80563 2.13912
C -0.66386 -5.00810 -4.87388
O 0.32851 -5.01531 -3.87973
C -0.20996 -4.91665 -2.55938
C 1.02070 -4.84727 -1.68563
O 0.64245 -4.68515 -0.31985
C 1.73181 -4.62341 0.55185
H -0.18991 -4.93301 -5.84684
H -1.44868 -4.23360 -4.69886
H -1.13656 -6.01350 -4.88894
H -0.84780 -5.77503 -2.39474
H -0.73685 -3.98698 -2.38529
H 1.48453 -3.93055 -1.96408
H 1.72895 -5.66184 -1.91025
H 1.26856 -4.37433 1.47813
H 2.41657 -3.79922 0.28206
H 2.30179 -5.55940 0.47282
```

Output
energy relative to the best compared isomer or geometry (same formula, charge and spin)	0.00	kJ/mol
maximum force	0.100	Eh/bohr
SMILES	CCOC(=O)C(F)(F)F.CCOC(=O)C(F)(F)F.CCOC(=O)C(F)(F)F.CCOC(=O)C(F)(F)F.CCOC(=O)C(F)(F)F.CCOC(=O)C(F)(F)F.COCCOC.COCCOC.COCCOC.COCCOC.COCCOC.COCCOC


[2]
DFT (the ωB97M-V functional and the def2-TZVPD basis) results for a 12-piece molecular cluster, C48H96O22S10 overall in a non-equilibrium geometry.

Structure (XYZ):
```
176
C48H96O22S10 the ωB97M-V functional and the def2-TZVPD basis
C 14.75164 20.14755 12.58884
C 13.33026 20.37949 12.00808
C 12.54503 19.04869 12.13992
S 13.25090 18.16591 13.55570
O 13.79393 16.91535 13.02193
O 12.35651 18.06598 14.73806
C 14.56069 19.32670 13.91154
H 15.29506 21.03391 12.90366
H 15.26715 19.59154 11.77522
H 13.44241 20.69830 10.94462
H 12.88397 21.25115 12.46047
H 12.77720 18.36626 11.29758
H 11.48340 19.13637 12.39314
H 15.40398 18.67148 14.20238
H 14.15412 19.93794 14.70850
C 10.23176 8.66342 18.40737
C 9.26221 9.05467 19.49581
C 9.84407 10.25649 20.25480
S 10.75144 11.21398 18.93894
O 12.09604 11.50543 19.34382
O 9.92650 12.38432 18.56501
C 10.64512 9.96066 17.67473
H 9.70531 8.03145 17.69495
H 11.08557 8.16831 18.84608
H 9.06675 8.22245 20.16740
H 8.34407 9.41820 19.04001
H 10.49259 9.95458 21.06696
H 9.11824 10.97016 20.67613
H 11.63205 9.92994 17.13892
H 9.84441 10.31236 16.96721
C 8.76940 10.68325 13.85439
C 7.90946 11.31933 12.75997
C 8.87442 11.57406 11.60902
S 10.56408 11.74316 12.26090
O 10.95110 13.15807 12.25788
O 11.48212 10.77174 11.73474
C 10.09210 11.37348 13.92692
H 9.04839 9.64807 13.63735
H 8.20356 10.60818 14.80422
H 7.43678 12.25607 13.02283
H 7.07220 10.66253 12.45900
H 8.76196 12.41561 10.91842
H 8.92292 10.66959 10.93410
H 9.97120 12.36398 14.43305
H 10.99599 10.90545 14.35268
C 16.38866 14.66067 23.16341
C 15.56907 13.32665 23.07386
C 15.78158 12.89516 21.57430
S 15.28065 14.43520 20.83119
O 13.81372 14.44316 20.82471
O 16.09443 14.71807 19.67912
C 15.81411 15.56293 22.17605
H 17.43761 14.42291 22.93610
H 16.32955 15.17628 24.16242
H 14.51597 13.52878 23.17671
H 15.91346 12.53478 23.69986
H 15.06916 12.12649 21.33746
H 16.82398 12.65290 21.33304
H 14.93643 16.06867 22.55488
H 16.45951 16.25506 21.64908
C 17.88053 10.04831 17.39330
C 17.20409 11.30916 17.89918
C 16.03220 10.93378 18.85152
S 16.70527 9.35342 19.68486
O 15.94928 8.21423 19.29932
O 17.07296 9.60539 21.07738
C 18.15961 9.13720 18.66050
H 18.75120 10.24867 16.80502
H 17.13157 9.58639 16.69948
H 16.74562 11.77518 16.98805
H 17.91476 11.96181 18.34226
H 15.17758 10.60141 18.26446
H 15.81191 11.68280 19.57531
H 18.19081 8.06469 18.42970
H 19.01071 9.59555 19.09436
C 9.08102 17.26299 12.19048
C 8.35261 17.83173 13.42823
C 7.66744 16.66346 14.09151
S 8.74772 15.20348 13.79277
O 7.99951 14.28442 12.94928
O 9.28427 14.70452 15.00252
C 9.87197 16.05904 12.72647
H 9.83909 17.99422 11.80355
H 8.32884 16.97346 11.40204
H 7.55528 18.49186 13.07472
H 9.00369 18.40115 14.14406
H 6.77015 16.39469 13.54643
H 7.53523 16.74559 15.17868
H 10.37296 15.35838 12.04864
H 10.61510 16.46679 13.37279
C 13.57753 13.56593 9.20448
C 12.35193 13.71895 8.30631
C 12.09489 15.17468 8.08032
S 12.75643 16.07582 9.50511
O 11.69272 16.59375 10.33784
O 13.84470 16.94832 9.06352
C 13.52997 14.59658 10.31150
H 14.45712 13.75155 8.62841
H 13.51991 12.60370 9.67746
H 11.48491 13.29967 8.75944
H 12.59886 13.18100 7.37303
H 11.00806 15.34117 7.99516
H 12.64548 15.53990 7.20408
H 12.96214 14.23915 11.18672
H 14.52396 14.89955 10.67334
C 10.72243 14.76908 20.26720
C 9.20748 14.68774 20.58484
C 8.46651 15.58401 19.61802
S 9.49016 17.03403 19.35542
O 9.10626 18.05983 20.25620
O 9.60167 17.40306 17.93933
C 10.99832 16.25937 20.01617
H 11.01588 14.25733 19.33095
H 11.30551 14.37134 21.08511
H 9.17099 15.00001 21.61587
H 8.87050 13.70528 20.43742
H 7.49645 15.92864 20.03422
H 8.36248 15.14622 18.63290
H 11.09219 16.80168 20.96447
H 11.97901 16.51531 19.49414
C 12.07172 14.78678 16.55768
C 13.28762 14.95245 17.46252
C 13.95804 13.59503 17.35144
S 13.72160 13.02036 15.68567
O 13.06300 11.73334 15.76431
O 14.92459 13.16798 14.93727
C 12.68128 14.31718 15.20839
H 11.50650 15.73380 16.45066
H 11.36044 14.04201 16.92066
H 13.07694 15.01468 18.54350
H 13.89353 15.77598 17.16230
H 13.43194 12.91849 17.98928
H 15.05608 13.50920 17.49312
H 11.93224 13.92022 14.53724
H 13.33652 15.02983 14.76206
C 16.85432 15.52187 16.16208
C 18.21971 15.59493 16.94299
C 18.36548 17.03027 17.36455
S 17.93679 17.94897 15.85949
O 19.09532 18.09479 14.97661
O 17.25364 19.13722 16.19465
C 16.89437 16.61619 15.12458
H 16.06491 15.70671 16.85011
H 16.62186 14.51207 15.79049
H 19.13730 15.17852 16.46478
H 18.11474 14.95760 17.79984
H 19.38915 17.37845 17.59773
H 17.68563 17.35750 18.09015
H 17.37600 16.33806 14.17038
H 15.92076 17.04082 14.97618
C 14.72771 19.03927 18.18762
C 14.04681 20.02375 19.18115
C 13.37120 19.09139 20.16270
O 13.71158 17.76440 19.81915
C 14.93455 17.81901 19.14025
H 15.68769 19.43110 17.74287
H 14.13056 18.79479 17.34284
H 13.26626 20.55112 18.54822
H 14.73712 20.75440 19.48712
H 12.28078 19.27620 20.21622
H 13.69414 19.26475 21.15444
H 15.01947 16.88097 18.64478
H 15.72922 18.00024 19.89097
C 16.89744 11.90366 12.80703
C 17.60465 13.22048 13.13321
C 18.26948 12.84213 14.44160
O 18.78682 11.59980 14.18583
C 17.87410 10.87379 13.40502
H 16.80193 11.70576 11.70804
H 15.94834 11.83883 13.33757
H 16.89500 14.11998 13.22084
H 18.33238 13.41409 12.32999
H 17.50609 12.78649 15.26438
H 19.03271 13.56521 14.68194
H 17.38856 10.11442 14.04396
H 18.47789 10.37036 12.66228
```

Output
maximum force	0.078	Eh/bohr
SMILES	O=S1(=O)CCCC1.O=S1(=O)CCCC1.O=S1(=O)CCCC1.O=S1(=O)CCCC1.O=S1(=O)CCCC1.O=S1(=O)CCCC1.O=S1(=O)CCCC1.O=S1(=O)CCCC1.O=S1(=O)CCCC1.O=S1(=O)CCCC1.C1CCOC1.C1CCOC1


| no. | total energy (hartree) | LUMO level (eV) | HOMO level (eV) |
| --- | --- | --- | --- |
| 1 | -5486.0470 | 0.4 | -9.2734 |
| 2 | -7523.5020 | 0.2 | -9.3411 |